{"formula": "C9H21Cl2O2P2Ti", "method": "ωB97M-V with the def2-TZVPD basis set", "e_above_lowest_kcal_mol": 11.20, "charge": 2, "multiplicity": 2, "e_homo_ha": [-0.5336, -0.6258], "gap_ev": [4.948, 8.016], "symbols": ["C", "C", "H", "H", "H", "O", "Cl", "Ti", "P", "C", "C", "H", "H", "H", "H", "H", "H", "C", "H", "H", "H", "P", "C", "C", "H", "H", "H", "C", "H", "H", "H", "H", "H", "H", "Cl", "O", "C"], "coordinates": [[1.9402, 0.2523, -3.8667], [2.1233, 0.2799, -2.4710], [2.9123, 0.2344, -4.4065], [1.4276, 1.1855, -4.1923], [1.2988, -0.6035, -4.1580], [2.7007, 0.1608, -1.4626], [-2.8120, -0.4555, -2.1123], [-1.2519, -0.1054, -0.5509], [-0.6039, 2.2374, -0.9447], [0.9834, 2.9561, -0.4620], [-0.7412, 2.5587, -2.7209], [-0.5548, 3.6251, -2.8803], [-1.4598, 4.3980, -0.3436], [-1.7432, 2.2969, -3.0632], [-2.7966, 3.2545, -0.6577], [1.8181, 2.4466, -0.9492], [-0.0181, 1.9823, -3.3094], [-1.8098, 3.3710, -0.1918], [0.9822, 4.0135, -0.7495], [-1.9102, 3.1778, 0.8793], [1.1239, 2.8696, 0.6210], [-0.2622, -2.3600, -0.4721], [1.2826, -2.8451, 0.3074], [-1.4982, -3.5040, 0.2393], [-0.8706, -2.4240, -2.8228], [-0.1395, -3.9595, -2.2374], [0.8982, -2.5428, -2.5999], [-0.0735, -2.8638, -2.2140], [-2.4769, -3.3802, -0.2448], [-1.1359, -4.5309, 0.0873], [1.2434, -3.9206, 0.5203], [1.4477, -2.2959, 1.2437], [-1.6167, -3.3124, 1.3160], [2.1217, -2.6472, -0.3580], [-2.4568, 0.0378, 1.3313], [1.3614, 0.2637, 1.5209], [0.5665, 0.1490, 0.6782]]}

=====

{"formula": "C8H11O3PS", "method": "ωB97M-V with the def2-TZVPD basis set", "e_above_lowest_kcal_mol": 39.02, "multiplicity": 1, "e_homo_ha": -0.3340, "gap_ev": 9.829, "symbols": ["C", "P", "C", "S", "O", "O", "O", "C", "C", "C", "C", "C", "C", "H", "H", "H", "H", "H", "H", "H", "H", "H", "H", "H"], "coordinates": [[3.8396, -1.0493, 0.2154], [2.8561, 0.5029, 0.7229], [2.8002, 1.5980, -0.7584], [1.1009, -0.5986, 0.2056], [1.1588, -0.8643, -1.2122], [0.9522, -1.7298, 1.1094], [-0.1013, 0.5015, 0.6088], [-1.5073, 0.3083, 0.3262], [-1.8530, -0.8141, -0.3450], [-3.2012, -1.1589, -0.3915], [-4.2301, -0.2442, -0.1092], [-3.8549, 0.9427, 0.5732], [-2.5153, 1.2073, 0.7812], [3.5807, -1.7651, 0.8812], [4.9358, -0.8300, 0.5189], [3.5144, -1.3006, -0.7139], [2.7096, 0.9817, -1.5869], [3.8347, 2.2037, -0.9100], [2.1787, 2.4608, -0.4936], [-1.0180, -1.5162, -0.6355], [-3.2503, -2.1672, -0.8254], [-5.3228, -0.3568, -0.1662], [-4.5067, 1.7168, 0.9002], [-2.1007, 1.9713, 1.3048]]}

=====

{"formula": "C25H47CdClINO3Si2", "method": "ωB97M-V with the def2-TZVPD basis set", "multiplicity": 1, "e_homo_ha": -0.2273, "gap_ev": 5.924, "symbols": ["O", "O", "C", "C", "H", "H", "H", "H", "H", "C", "C", "H", "H", "H", "H", "H", "C", "C", "C", "H", "H", "H", "H", "H", "C", "H", "H", "H", "H", "H", "H", "Cd", "C", "Si", "H", "H", "C", "C", "C", "C", "Si", "H", "H", "C", "C", "C", "H", "H", "H", "H", "H", "H", "H", "H", "H", "H", "H", "H", "H", "H", "H", "H", "H", "H", "Cl", "C", "C", "C", "I", "C", "O", "C", "N", "C", "C", "C", "C", "H", "H", "H", "H"], "coordinates": [[-1.5936, -2.6032, -1.3370], [-2.9507, -1.6832, -2.9856], [-0.2434, -3.0441, -1.7366], [0.7152, -3.0315, -0.5767], [0.0586, -2.3317, -2.5134], [-0.3457, -4.0364, -2.1923], [0.6319, -2.1286, 0.0349], [1.7367, -3.0757, -0.9675], [0.5728, -3.9130, 0.0540], [-2.2373, -3.1412, -0.0859], [-3.4030, -4.0236, -0.4233], [-2.5389, -2.2462, 0.4673], [-1.4489, -3.6522, 0.4665], [-4.1616, -3.4961, -1.0154], [-3.8857, -4.3515, 0.5024], [-3.0727, -4.9223, -0.9554], [-3.7954, -0.5411, -2.6535], [-2.4459, -1.8018, -4.3513], [-3.5681, -0.0942, -1.2399], [-4.8279, -0.8766, -2.8046], [-3.5904, 0.2712, -3.3630], [-3.8325, -0.8710, -0.5102], [-4.2024, 0.7770, -1.0374], [-2.5278, 0.2215, -1.0784], [-2.7502, -3.1759, -4.8905], [-1.3631, -1.6198, -4.3013], [-2.9099, -1.0149, -4.9576], [-2.2489, -3.9590, -4.3101], [-2.4100, -3.2612, -5.9296], [-3.8263, -3.3647, -4.8761], [-2.2540, -2.2131, -2.1109], [1.4600, 1.4593, 0.8224], [0.1312, 1.9356, -0.6428], [0.8933, 2.1726, -2.3348], [-0.4357, 2.8619, -0.4331], [-0.6109, 1.1186, -0.6671], [2.1860, 0.8682, -2.7626], [1.7560, 3.8385, -2.3091], [-0.5191, 2.1615, -3.5824], [3.6081, 1.2920, 0.4424], [4.5061, 1.5222, 2.0644], [3.9067, 2.0458, -0.3076], [3.8321, 0.2923, 0.0281], [6.0447, 2.5736, 1.7651], [4.9946, -0.1488, 2.7696], [3.4164, 2.4004, 3.3242], [-0.4640, 3.0525, -4.2278], [-1.4895, 2.1769, -3.0684], [-0.5019, 1.2728, -4.2262], [2.9673, 0.8108, -1.9898], [2.6693, 1.1270, -3.7209], [1.7324, -0.1288, -2.8658], [2.6884, 3.7986, -1.7316], [1.1012, 4.5905, -1.8493], [1.9957, 4.1636, -3.3318], [5.4932, -0.7609, 2.0047], [4.1166, -0.7019, 3.1341], [5.6927, -0.0267, 3.6104], [2.7394, 1.6963, 3.8269], [2.8099, 3.1869, 2.8528], [4.0499, 2.8760, 4.0858], [6.6822, 2.6098, 2.6591], [5.7705, 3.6055, 1.5036], [6.6442, 2.1649, 0.9397], [-3.0536, -0.2006, 6.3949], [-1.7672, -0.1792, 5.2656], [-0.6850, -1.0396, 5.4376], [0.3717, -1.0617, 4.5309], [2.0117, -2.3065, 4.8291], [0.3652, -0.2183, 3.3627], [1.2478, -0.3154, 2.4474], [-0.7008, 0.7760, 3.2788], [-0.5743, 1.7254, 2.3200], [-1.5782, 2.5787, 2.1210], [-2.7407, 2.5778, 2.9106], [-2.8528, 1.6737, 3.9480], [-1.8123, 0.7482, 4.1810], [-0.6706, -1.7036, 6.2957], [-1.4638, 3.2808, 1.2949], [-3.5178, 3.3019, 2.6867], [-3.7274, 1.6590, 4.5913]]}

=====

{"formula": "C3H6N4O3", "method": "ωB97M-V with the def2-TZVPD basis set", "e_above_lowest_kcal_mol": 103.77, "multiplicity": 1, "e_homo_ha": -0.3467, "gap_ev": 9.310, "symbols": ["N", "C", "N", "N", "C", "O", "C", "N", "O", "O", "H", "H", "H", "H", "H", "H"], "coordinates": [[0.8586, -1.5424, 1.1896], [0.1038, -0.2631, 1.0125], [0.9686, 0.8128, 0.8632], [1.3115, 0.8388, -0.4764], [0.5236, 0.1967, -1.3691], [0.7779, -0.0225, -2.5279], [-0.6895, -0.3697, -0.5198], [-1.7597, 0.6391, -0.5088], [-2.8579, 0.1823, -0.4903], [-1.4578, 1.8125, -0.2672], [0.0498, -2.2608, 1.3136], [1.2781, -1.7560, 0.2914], [-0.5535, -0.1000, 1.8197], [0.6067, 1.7293, 1.1024], [1.8857, 1.5526, -0.8465], [-1.0458, -1.4495, -0.5865]]}